# 1
C21H26N6O4S | ωB97M-V/def2-TZVPD

```
58
Properties=species:S:1:pos:R:3:nbo_charge:R:1
C -2.08 5.23 0.54 -0.718
C -1.35 4.06 -0.05 0.589
O -1.65 3.60 -1.14 -0.550
C -0.25 3.47 0.75 -0.147
C -0.20 3.58 2.14 -0.203
C 0.82 2.96 2.84 -0.202
C 1.79 2.24 2.17 -0.236
C 1.76 2.14 0.78 0.240
N 2.74 1.37 0.16 -0.651
C 2.82 1.06 -1.17 0.723
O 2.38 1.73 -2.07 -0.610
C 3.65 -0.19 -1.45 -0.626
S 3.37 -1.51 -0.23 0.262
C 1.62 -1.40 -0.09 0.333
N 1.09 -2.11 0.89 -0.614
C -0.24 -1.95 1.01 0.622
N -0.84 -2.60 2.02 -0.394
C -0.14 -3.60 2.81 -0.254
C -0.71 -4.98 2.48 -0.078
O -2.11 -5.02 2.67 -0.524
C -2.76 -4.07 1.86 -0.077
C -2.27 -2.65 2.17 -0.251
N -0.99 -1.18 0.23 -0.625
C -0.34 -0.53 -0.74 0.637
N -1.04 0.26 -1.55 -0.380
C -2.48 0.35 -1.47 -0.259
C -3.08 -0.35 -2.70 -0.074
O -2.58 0.19 -3.90 -0.524
C -1.17 0.11 -3.96 -0.074
C -0.53 0.84 -2.77 -0.274
N 0.99 -0.62 -0.94 -0.631
C 0.74 2.76 0.08 -0.232
H -2.74 4.88 1.34 0.234
H -1.38 5.95 0.96 0.230
H -2.69 5.70 -0.22 0.240
H -0.96 4.12 2.68 0.213
H 0.85 3.03 3.92 0.217
H 2.58 1.74 2.73 0.210
H 3.26 0.76 0.78 0.405
H 4.72 0.04 -1.39 0.250
H 3.41 -0.55 -2.45 0.255
H 0.92 -3.55 2.58 0.254
H -0.31 -3.38 3.87 0.195
H -0.30 -5.74 3.14 0.197
H -0.47 -5.23 1.43 0.166
H -3.83 -4.17 2.07 0.197
H -2.58 -4.29 0.79 0.165
H -2.71 -1.92 1.49 0.247
H -2.53 -2.39 3.20 0.196
H -2.75 1.41 -1.49 0.223
H -2.82 -0.12 -0.55 0.239
H -2.85 -1.43 -2.65 0.160
H -4.16 -0.22 -2.73 0.195
H -0.86 -0.94 -3.96 0.159
H -0.89 0.58 -4.90 0.198
H -0.81 1.89 -2.79 0.225
H 0.56 0.74 -2.80 0.264
H 0.70 2.70 -0.99 0.265
```

SMILES ... CC(=O)c1cccc(NC(=O)CSc2nc(N3CCOCC3)nc(N3CCOCC3)n2)c1
Molar mass ... 458.54 g mol⁻¹
Spin multiplicity ... 1
Highest occupied orbital energy ... -8.45 eV
ΔE to the lowest compared entry with this formula, charge and spin ... 41.91 kcal/mol
E_tot ... -50166.3395 eV

=====

# 2
C19H43O2P3SY | ωB97M-V/def2-TZVPD

```
69
Properties=species:S:1:pos:R:3:nbo_charge:R:1
Y 1.91 0.33 1.73 2.064
P -1.90 1.02 1.45 0.745
P 0.31 -1.28 3.44 0.653
P -1.42 0.33 -3.95 1.262
H 3.17 -2.38 1.59 0.265
C 3.24 -1.39 1.11 -0.773
C 4.01 -0.35 1.72 -0.814
H 4.49 -0.48 2.71 0.269
C -2.98 -0.30 0.72 -0.911
C -2.82 1.20 3.04 -0.924
C -2.74 2.43 0.59 -0.916
C 1.58 -2.51 4.01 -0.916
C -0.04 -0.38 4.99 -0.925
C -1.17 -2.31 3.23 -0.923
C 0.02 0.47 -5.05 -0.976
C -1.80 1.96 -3.24 -0.981
C -2.86 -0.40 -4.81 -0.975
H 3.12 -1.48 0.01 0.255
H 4.50 0.42 1.09 0.252
H -4.03 -0.01 0.81 0.247
H -2.80 -1.24 1.25 0.236
H -2.72 -0.43 -0.34 0.220
H -3.85 1.55 2.85 0.256
H -2.30 1.95 3.65 0.236
H -2.86 0.26 3.59 0.232
H -3.82 2.23 0.51 0.250
H -2.33 2.56 -0.42 0.208
H -2.58 3.35 1.16 0.243
H 1.35 -2.80 5.03 0.264
H 2.59 -2.06 3.97 0.236
H 1.58 -3.40 3.36 0.265
H -0.12 -1.15 5.77 0.266
H -0.95 0.21 4.93 0.259
H 0.80 0.30 5.23 0.241
H -1.10 -3.12 3.98 0.271
H -1.16 -2.75 2.23 0.252
H -2.10 -1.76 3.37 0.254
H -0.13 1.18 -5.87 0.297
H 0.25 -0.51 -5.47 0.288
H 0.89 0.78 -4.46 0.271
H -1.63 2.78 -3.93 0.292
H -1.14 2.12 -2.35 0.254
H -2.84 2.00 -2.88 0.280
H -2.74 -0.43 -5.91 0.302
H -3.79 0.11 -4.54 0.288
H -2.92 -1.44 -4.43 0.286
C 0.74 -1.85 -2.12 0.242
C 0.18 -3.13 -1.97 -0.261
C 0.68 -4.16 -2.76 -0.176
C 1.78 -3.91 -3.61 -0.169
C 2.46 -2.70 -3.53 -0.185
C 1.95 -1.64 -2.77 -0.269
O -0.04 -0.76 -1.79 -0.673
H -0.78 -0.64 -2.43 0.409
H -0.67 -3.26 -1.28 0.233
H 0.27 -5.17 -2.67 0.252
H 2.14 -4.68 -4.27 0.250
H 3.40 -2.55 -4.07 0.247
H 2.40 -0.64 -2.71 0.225
C 2.92 4.21 1.69 -0.800
S 2.15 3.58 0.18 1.290
C 0.48 4.17 0.53 -0.793
O 2.01 2.05 0.49 -1.121
H 2.34 3.98 2.58 0.243
H 3.01 5.30 1.54 0.286
H 3.92 3.77 1.76 0.270
H 0.49 5.27 0.57 0.281
H -0.15 3.84 -0.29 0.252
H 0.14 3.75 1.48 0.245
```

Molar mass ... 517.45 g mol⁻¹
Spin multiplicity ... 1
Highest occupied orbital energy (alpha / beta) ... -16.47 / -16.07 eV
ΔE to the lowest compared entry with this formula, charge and spin ... 10.88 kcal/mol
Total charge ... +3
E_tot ... -64212.3778 eV